Record 1
{"formula": "C34H57InN3O3Si", "method": "wB97M-V/def2-TZVPD", "orbital_gap_ev": 7.92, "spin_multiplicity": 1, "total_charge": 1, "species": ["O", "O", "C", "C", "H", "H", "H", "H", "H", "C", "C", "H", "H", "H", "H", "H", "C", "C", "C", "H", "H", "H", "H", "H", "C", "H", "H", "H", "H", "H", "H", "N", "C", "C", "C", "C", "H", "H", "H", "C", "H", "H", "H", "N", "C", "C", "C", "C", "H", "C", "H", "C", "H", "C", "C", "C", "C", "C", "C", "H", "C", "H", "C", "H", "C", "C", "In", "H", "H", "H", "H", "H", "H", "H", "H", "H", "H", "H", "H", "H", "C", "Si", "H", "H", "C", "C", "C", "H", "H", "H", "H", "H", "H", "H", "H", "H", "O", "C", "N"], "xyz": [[0.45, 1.08, -3.62], [2.67, 2.64, -3.48], [0.79, 0.03, -4.70], [-0.47, -0.74, -4.93], [1.62, -0.55, -4.27], [1.15, 0.60, -5.56], [-0.87, -1.15, -4.00], [-0.28, -1.58, -5.60], [-1.23, -0.10, -5.39], [-0.42, 2.23, -4.13], [0.03, 2.78, -5.46], [-0.36, 2.97, -3.32], [-1.41, 1.77, -4.17], [1.02, 3.23, -5.42], [-0.68, 3.57, -5.73], [-0.01, 2.03, -6.26], [2.63, 3.81, -2.64], [3.96, 2.22, -3.95], [2.24, 5.03, -3.42], [3.61, 3.93, -2.16], [1.89, 3.60, -1.85], [2.98, 5.27, -4.19], [2.19, 5.88, -2.73], [1.26, 4.92, -3.89], [4.49, 3.09, -5.06], [3.83, 1.19, -4.30], [4.66, 2.21, -3.10], [3.76, 3.23, -5.87], [5.37, 2.60, -5.48], [4.80, 4.07, -4.69], [1.29, 1.41, -3.18], [-0.38, -2.12, 0.78], [0.12, -2.59, 1.92], [0.85, -1.84, 2.85], [0.98, -0.46, 2.96], [-0.07, -4.05, 2.25], [0.48, -4.69, 1.55], [-1.13, -4.33, 2.25], [0.33, -4.22, 3.26], [1.81, 0.07, 4.11], [1.18, 0.56, 4.87], [2.58, 0.79, 3.78], [2.32, -0.78, 4.59], [0.33, 0.40, 2.16], [-1.08, -2.96, -0.15], [-0.40, -3.53, -1.25], [1.08, -3.41, -1.45], [-1.12, -4.26, -2.20], [-0.57, -4.67, -3.05], [-2.48, -4.48, -2.05], [-3.02, -5.07, -2.80], [-3.15, -3.97, -0.94], [-4.22, -4.15, -0.81], [-2.46, -3.22, 0.02], [-3.23, -2.71, 1.20], [-0.04, 1.68, 2.63], [0.64, 2.83, 2.17], [1.90, 2.70, 1.38], [0.15, 4.09, 2.53], [0.66, 4.98, 2.15], [-0.95, 4.22, 3.38], [-1.34, 5.20, 3.64], [-1.56, 3.08, 3.90], [-2.41, 3.15, 4.59], [-1.10, 1.81, 3.56], [-1.75, 0.62, 4.19], [0.23, -0.13, -0.01], [1.33, -2.83, -2.36], [1.53, -4.41, -1.58], [1.60, -2.94, -0.60], [-2.59, -2.42, 2.04], [-3.91, -3.50, 1.56], [-3.84, -1.83, 0.94], [2.14, 3.67, 0.91], [1.86, 1.95, 0.57], [2.75, 2.43, 2.02], [-1.89, -0.22, 3.49], [-2.74, 0.92, 4.55], [-1.18, 0.25, 5.06], [1.28, -2.41, 3.67], [2.07, 0.09, -1.25], [3.68, -0.60, -0.54], [1.87, -0.42, -2.20], [2.23, 1.16, -1.45], [4.61, -1.42, -1.95], [3.68, -1.87, 0.85], [4.70, 0.81, 0.16], [4.58, 1.73, -0.42], [5.76, 0.52, 0.14], [4.43, 1.02, 1.21], [3.99, -2.19, -2.45], [5.51, -1.91, -1.55], [4.92, -0.68, -2.70], [2.98, -2.70, 0.74], [3.51, -1.41, 1.83], [4.70, -2.31, 0.87], [-3.62, 0.81, 1.22], [-2.67, 0.76, 0.47], [-1.73, 0.72, -0.28]], "mulliken_charge": [0.437, 0.196, -0.242, -1.439, 0.347, 0.452, 0.300, 0.459, 0.357, -0.210, -1.195, 0.438, 0.499, 0.101, 0.454, 0.409, -0.019, -0.032, -1.385, 0.417, -0.046, 0.286, 0.463, 0.245, -1.526, 0.203, 0.136, 0.273, 0.441, 0.349, -0.153, 0.541, 1.118, -1.142, 1.100, -1.736, 0.274, 0.252, 0.520, -1.617, 0.364, 0.192, 0.502, 0.678, -0.411, 1.589, -0.998, -0.598, 0.506, -0.948, 0.416, -0.766, 0.493, 0.850, -1.695, -0.747, 1.108, -0.684, -0.990, 0.410, -0.946, 0.390, -0.921, 0.422, 1.142, -1.082, 1.259, 0.194, 0.489, -0.788, 0.082, 0.492, 0.361, 0.464, -0.423, 0.226, -0.098, 0.505, 0.278, 0.290, 0.782, 0.401, -0.691, -0.597, -1.118, -1.001, -1.035, 0.151, 0.429, 0.295, 0.304, 0.389, 0.271, 0.234, 0.205, 0.539, -0.654, 1.006, -0.847]}

Record 2
{"formula": "C34H57N3O2PtSSi", "method": "wB97M-V/def2-TZVPD", "orbital_gap_ev": [6.66, 5.65], "spin_multiplicity": 3, "total_charge": 0, "s2": 2.013, "species": ["O", "O", "C", "C", "H", "H", "H", "H", "H", "C", "C", "H", "H", "H", "H", "H", "C", "C", "C", "H", "H", "H", "H", "H", "C", "H", "H", "H", "H", "H", "H", "N", "C", "C", "C", "C", "H", "H", "H", "C", "H", "H", "H", "N", "C", "C", "C", "C", "H", "C", "H", "C", "H", "C", "C", "C", "C", "C", "C", "H", "C", "H", "C", "H", "C", "C", "Pt", "H", "H", "H", "H", "H", "H", "H", "H", "H", "H", "H", "H", "H", "C", "Si", "H", "H", "C", "C", "C", "H", "H", "H", "H", "H", "H", "H", "H", "H", "S", "C", "N"], "xyz": [[2.19, -2.77, -1.65], [0.74, -0.93, -2.65], [3.19, -2.40, -0.71], [3.88, -3.57, -0.03], [2.74, -1.77, 0.09], [3.88, -1.77, -1.27], [3.30, -3.88, 0.86], [4.86, -3.23, 0.32], [4.01, -4.44, -0.70], [1.12, -3.51, -1.05], [0.38, -4.22, -2.15], [0.45, -2.86, -0.46], [1.55, -4.23, -0.35], [-0.11, -3.51, -2.83], [-0.38, -4.89, -1.73], [1.09, -4.82, -2.75], [-0.52, -0.41, -3.22], [1.78, -0.88, -3.70], [-1.63, -1.39, -2.95], [-0.33, -0.31, -4.30], [-0.70, 0.60, -2.82], [-1.54, -2.23, -3.65], [-2.59, -0.91, -3.16], [-1.64, -1.78, -1.92], [1.54, -2.05, -4.61], [2.77, -0.92, -3.24], [1.65, 0.08, -4.24], [1.56, -2.99, -4.05], [2.32, -2.07, -5.38], [0.57, -1.96, -5.14], [0.96, -0.62, -1.64], [-0.96, -0.37, 2.54], [-1.56, 0.19, 3.60], [-2.20, 1.41, 3.53], [-2.48, 2.16, 2.39], [-1.44, -0.49, 4.93], [-0.48, -0.23, 5.38], [-1.52, -1.58, 4.85], [-2.23, -0.15, 5.60], [-3.49, 3.27, 2.52], [-4.02, 3.52, 1.59], [-3.00, 4.17, 2.90], [-4.24, 2.99, 3.26], [-1.84, 2.01, 1.24], [-0.59, -1.75, 2.53], [0.74, -2.12, 2.85], [1.77, -1.09, 3.17], [1.06, -3.49, 2.85], [2.09, -3.78, 3.10], [0.10, -4.45, 2.58], [0.37, -5.51, 2.61], [-1.21, -4.08, 2.27], [-1.96, -4.83, 2.06], [-1.58, -2.73, 2.26], [-2.99, -2.34, 1.96], [-2.15, 2.74, 0.06], [-1.69, 4.07, -0.07], [-0.98, 4.79, 1.02], [-1.87, 4.70, -1.31], [-1.48, 5.71, -1.44], [-2.51, 4.04, -2.37], [-2.62, 4.55, -3.33], [-3.00, 2.75, -2.20], [-3.49, 2.22, -3.03], [-2.85, 2.10, -0.98], [-3.34, 0.70, -0.76], [-0.38, 0.66, 0.93], [2.77, -1.55, 3.16], [1.62, -0.63, 4.16], [1.78, -0.27, 2.44], [-3.09, -1.87, 0.97], [-3.38, -1.63, 2.71], [-3.64, -3.22, 1.97], [-0.39, 5.61, 0.59], [-0.29, 4.14, 1.59], [-1.67, 5.25, 1.75], [-4.08, 0.65, 0.04], [-2.49, 0.05, -0.48], [-3.80, 0.30, -1.67], [-2.58, 1.82, 4.46], [0.89, 0.21, -0.40], [2.21, 2.24, -1.35], [0.94, 1.22, -0.96], [1.85, -0.07, 0.08], [3.85, 1.39, -1.65], [2.31, 3.52, -0.01], [1.43, 2.90, -2.91], [2.02, 3.76, -3.25], [0.40, 3.23, -2.75], [1.43, 2.15, -3.72], [4.23, 0.95, -0.72], [4.57, 2.15, -1.99], [3.81, 0.60, -2.41], [2.01, 3.17, 0.99], [1.66, 4.37, -0.26], [3.34, 3.89, 0.06], [1.38, 1.84, 5.21], [1.04, 2.23, 3.69], [0.77, 2.52, 2.56]], "lowdin_spin": [0.002, 0.034, 0.001, 0.000, 0.000, 0.000, 0.000, 0.000, 0.000, 0.000, 0.000, 0.000, 0.000, 0.000, 0.000, 0.000, 0.002, 0.002, 0.000, 0.001, 0.000, 0.000, 0.000, 0.000, 0.001, 0.000, 0.000, 0.000, 0.000, 0.000, 0.026, 0.140, 0.003, 0.026, 0.001, 0.003, 0.000, 0.000, 0.000, 0.002, 0.000, -0.001, 0.000, 0.120, 0.016, 0.023, 0.007, -0.003, -0.001, 0.023, 0.002, -0.003, -0.001, 0.021, 0.003, 0.018, 0.019, 0.002, -0.003, -0.001, 0.018, 0.001, -0.003, -0.001, 0.022, 0.011, 1.019, 0.000, 0.001, 0.005, 0.001, 0.001, 0.000, 0.000, 0.000, 0.001, 0.001, 0.011, 0.000, 0.001, 0.215, 0.053, 0.041, 0.028, 0.004, 0.007, 0.012, 0.002, 0.000, 0.000, 0.000, 0.001, 0.000, 0.000, 0.000, 0.001, 0.018, 0.009, 0.028]}

Record 3
{"formula": "C34H57N3O2SSiTi", "method": "wB97M-V/def2-TZVPD", "orbital_gap_ev": [7.30, 8.05], "spin_multiplicity": 2, "total_charge": 1, "s2": 0.754, "species": ["O", "O", "C", "C", "H", "H", "H", "H", "H", "C", "C", "H", "H", "H", "H", "H", "C", "C", "C", "H", "H", "H", "H", "H", "C", "H", "H", "H", "H", "H", "H", "N", "C", "C", "C", "C", "H", "H", "H", "C", "H", "H", "H", "N", "C", "C", "C", "C", "H", "C", "H", "C", "H", "C", "C", "C", "C", "C", "C", "H", "C", "H", "C", "H", "C", "C", "Ti", "H", "H", "H", "H", "H", "H", "H", "H", "H", "H", "H", "H", "H", "C", "Si", "H", "H", "C", "C", "C", "H", "H", "H", "H", "H", "H", "H", "H", "H", "S", "C", "N"], "xyz": [[0.86, -2.25, -1.73], [-2.10, -2.23, -6.14], [2.26, -2.43, -2.37], [3.00, -3.44, -1.54], [2.72, -1.44, -2.35], [2.09, -2.74, -3.41], [3.07, -3.10, -0.50], [4.02, -3.54, -1.93], [2.53, -4.42, -1.58], [-0.16, -3.38, -2.04], [0.05, -4.02, -3.39], [-1.14, -2.91, -1.95], [-0.01, -4.07, -1.21], [-0.02, -3.31, -4.22], [-0.74, -4.77, -3.55], [1.00, -4.56, -3.44], [-2.98, -1.73, -5.15], [-1.42, -1.21, -6.86], [-3.64, -2.93, -4.47], [-3.76, -1.09, -5.60], [-2.43, -1.13, -4.40], [-4.09, -3.59, -5.21], [-4.42, -2.59, -3.78], [-2.90, -3.50, -3.90], [-0.74, -1.83, -8.06], [-0.66, -0.74, -6.20], [-2.12, -0.41, -7.19], [-0.14, -2.70, -7.77], [-0.09, -1.10, -8.55], [-1.49, -2.16, -8.79], [0.45, -1.24, -1.96], [1.65, 0.93, 1.12], [1.56, 2.25, 1.36], [0.39, 2.99, 1.13], [-0.92, 2.54, 0.91], [2.79, 2.95, 1.84], [3.62, 2.88, 1.12], [3.14, 2.57, 2.81], [2.55, 4.02, 1.97], [-2.03, 3.56, 0.77], [-2.58, 3.69, 1.71], [-2.75, 3.27, -0.01], [-1.60, 4.53, 0.49], [-1.28, 1.24, 0.95], [2.88, 0.22, 1.32], [3.79, 0.07, 0.26], [3.68, 0.87, -1.01], [4.84, -0.83, 0.40], [5.52, -0.98, -0.44], [5.03, -1.51, 1.61], [5.84, -2.24, 1.70], [4.22, -1.23, 2.70], [4.39, -1.70, 3.67], [3.18, -0.30, 2.59], [2.41, 0.10, 3.81], [-2.62, 0.89, 1.32], [-3.49, 0.37, 0.35], [-3.05, 0.22, -1.07], [-4.78, 0.01, 0.73], [-5.45, -0.40, -0.03], [-5.21, 0.17, 2.05], [-6.21, -0.13, 2.34], [-4.34, 0.73, 2.99], [-4.66, 0.87, 4.03], [-3.06, 1.13, 2.64], [-2.16, 1.74, 3.67], [0.14, 0.10, 0.09], [3.50, 0.21, -1.87], [4.63, 1.39, -1.21], [2.89, 1.62, -0.98], [2.24, 1.18, 3.87], [2.99, -0.19, 4.70], [1.43, -0.39, 3.88], [-3.94, 0.17, -1.73], [-2.50, -0.72, -1.23], [-2.44, 1.07, -1.43], [-1.36, 1.05, 3.96], [-2.76, 1.94, 4.57], [-1.71, 2.68, 3.34], [0.51, 4.07, 1.19], [0.32, 0.44, -2.15], [0.33, 2.11, -3.09], [1.27, 0.06, -2.55], [-0.58, -0.03, -2.59], [1.59, 1.87, -4.48], [0.83, 3.61, -2.11], [-1.40, 2.33, -3.79], [-1.80, 1.38, -4.16], [-1.36, 3.03, -4.63], [-2.09, 2.73, -3.04], [2.52, 1.44, -4.09], [1.83, 2.84, -4.93], [1.20, 1.20, -5.26], [1.74, 3.44, -1.51], [0.03, 3.95, -1.44], [1.05, 4.43, -2.81], [-0.26, -1.98, 0.78], [-0.47, -1.17, 2.24], [-0.61, -0.81, 3.35]], "lowdin_spin": [0.009, 0.000, 0.001, 0.000, 0.000, 0.000, 0.000, 0.000, 0.000, 0.001, 0.000, 0.000, 0.000, 0.000, 0.000, 0.000, 0.000, 0.000, 0.000, 0.000, 0.000, 0.000, 0.000, 0.000, 0.000, 0.000, 0.000, 0.000, 0.000, 0.000, 0.003, 0.008, 0.003, 0.007, 0.001, 0.000, 0.000, 0.000, 0.000, 0.000, 0.000, 0.000, 0.000, 0.001, 0.004, 0.002, 0.000, 0.000, 0.000, 0.001, 0.000, 0.000, 0.000, 0.001, 0.000, 0.004, 0.001, 0.000, 0.000, 0.000, 0.000, 0.000, 0.000, 0.000, 0.000, 0.001, 0.915, 0.000, 0.000, 0.000, 0.000, 0.000, 0.000, 0.000, 0.000, 0.000, 0.000, 0.000, 0.000, 0.000, -0.002, 0.001, 0.000, 0.002, 0.000, 0.001, 0.000, 0.000, 0.000, 0.000, 0.000, 0.000, 0.000, 0.000, 0.000, 0.000, 0.002, 0.007, 0.025]}